Entry 1:
{"formula": "C3H2I2", "method": "wB97M-V/def2-TZVPD", "species": ["C", "C", "C", "I", "I", "H", "H"], "positions_angstrom": [[-0.765, -0.714, 0.912], [0.215, -0.101, 0.595], [2.302, 0.074, -0.540], [3.083, -1.696, 0.185], [3.127, 1.904, 0.066], [-1.633, -0.909, 1.358], [1.604, 0.129, -1.474]], "lowdin_charge": [-0.081, -0.151, -1.270, 0.793, 0.748, -0.050, 0.010], "lumo_ev": -1.380, "homo_ev": -9.36, "gap_ev": 7.98, "mol_weight_da": 291.86, "relative_energy_ev": 3.9367}

***

Entry 2:
{"formula": "C13H22F9N4O2", "method": "wB97M-V/def2-TZVPD", "species": ["N", "C", "N", "C", "C", "N", "C", "F", "F", "C", "F", "F", "C", "F", "F", "C", "F", "F", "F", "H", "H", "H", "H", "H", "H", "H", "C", "O", "C", "C", "N", "C", "C", "O", "C", "H", "H", "H", "H", "H", "H", "H", "H", "H", "H", "H", "H", "H", "H", "H"], "positions_angstrom": [[0.960, 2.393, 0.840], [0.556, 3.335, 0.011], [1.083, 4.622, 0.127], [0.958, 5.219, -1.241], [0.077, 4.230, -2.033], [-0.335, 3.251, -0.991], [-1.106, 2.076, -1.365], [-1.085, 1.998, -2.690], [-0.547, 0.972, -0.867], [-2.627, 2.110, -0.912], [-3.366, 2.556, -1.929], [-2.973, 0.854, -0.635], [-2.948, 2.963, 0.356], [-4.010, 2.428, 0.945], [-1.902, 2.868, 1.222], [-3.285, 4.463, 0.108], [-3.067, 5.141, 1.233], [-2.488, 4.982, -0.849], [-4.543, 4.599, -0.260], [0.331, 1.692, 1.208], [1.936, 2.318, 1.092], [0.382, 5.062, 0.730], [1.949, 5.250, -1.688], [0.544, 6.219, -1.148], [-0.776, 4.660, -2.553], [0.682, 3.715, -2.780], [1.393, -6.629, 0.509], [1.897, -5.561, -0.271], [0.969, -5.024, -1.202], [0.645, -3.589, -0.849], [-0.118, -3.521, 0.389], [-0.305, -2.183, 0.918], [0.938, -1.433, 1.393], [1.541, -1.987, 2.535], [2.511, -2.997, 2.298], [2.217, -6.998, 1.117], [0.580, -6.309, 1.170], [1.029, -7.445, -0.122], [0.057, -5.628, -1.236], [1.429, -5.050, -2.194], [0.053, -3.144, -1.655], [1.600, -3.045, -0.791], [0.345, -4.091, 1.087], [-0.986, -2.256, 1.770], [-0.815, -1.576, 0.159], [0.609, -0.428, 1.697], [1.675, -1.300, 0.589], [3.041, -2.829, 1.357], [2.069, -3.995, 2.280], [3.226, -2.957, 3.118]], "lowdin_charge": [0.268, -0.314, 0.100, -0.084, -0.055, 0.089, -0.418, 0.188, 0.167, -0.344, 0.185, 0.186, -0.332, 0.200, 0.141, -0.537, 0.197, 0.160, 0.223, 0.112, 0.158, 0.159, 0.125, 0.131, 0.131, 0.137, -0.110, -0.197, -0.217, -0.215, -0.044, -0.201, -0.247, -0.173, -0.082, 0.090, 0.083, 0.091, 0.125, 0.124, 0.123, 0.108, 0.079, 0.124, 0.104, 0.094, 0.111, 0.091, 0.077, 0.091], "lumo_ev": -4.215, "homo_ev": -10.84, "total_charge": 1, "gap_ev": 6.63, "mol_weight_da": 437.33}

***

Entry 3:
{"formula": "C21H30N2O4", "method": "wB97M-V/def2-TZVPD", "species": ["C", "O", "C", "C", "C", "C", "C", "C", "N", "C", "O", "C", "C", "C", "C", "C", "O", "N", "C", "C", "C", "C", "C", "C", "C", "O", "C", "H", "H", "H", "H", "H", "H", "H", "H", "H", "H", "H", "H", "H", "H", "H", "H", "H", "H", "H", "H", "H", "H", "H", "H", "H", "H", "H", "H", "H", "H"], "positions_angstrom": [[-5.406, -0.568, -0.988], [-4.453, 0.296, -0.424], [-3.351, -0.248, 0.179], [-3.169, -1.612, 0.365], [-2.041, -2.110, 0.993], [-1.060, -1.254, 1.469], [0.199, -1.786, 2.094], [1.020, -2.678, 1.150], [1.756, -1.985, 0.116], [3.107, -1.899, 0.187], [3.775, -2.217, 1.147], [3.627, -1.336, -1.126], [2.431, -1.429, -2.067], [1.196, -1.491, -1.133], [0.110, -2.388, -1.713], [0.658, -0.044, -1.018], [-0.266, 0.350, -1.698], [1.368, 0.743, -0.192], [1.150, 2.168, -0.073], [2.107, 2.969, -0.980], [2.449, 4.215, -0.170], [2.571, 3.670, 1.249], [1.407, 2.681, 1.358], [-1.262, 0.108, 1.325], [-2.366, 0.630, 0.667], [-2.412, 1.994, 0.572], [-2.850, 2.552, -0.654], [-5.893, -1.186, -0.225], [-4.963, -1.213, -1.753], [-6.150, 0.079, -1.450], [-3.915, -2.309, 0.016], [-1.940, -3.179, 1.117], [0.822, -0.961, 2.442], [-0.061, -2.398, 2.962], [0.369, -3.424, 0.690], [1.784, -3.193, 1.741], [3.967, -0.309, -0.977], [4.485, -1.918, -1.460], [2.483, -2.347, -2.654], [2.363, -0.589, -2.756], [0.467, -3.412, -1.801], [-0.783, -2.358, -1.095], [-0.154, -2.015, -2.698], [2.126, 0.346, 0.340], [0.113, 2.340, -0.371], [1.657, 3.196, -1.945], [3.012, 2.383, -1.155], [3.361, 4.700, -0.516], [1.631, 4.933, -0.225], [2.520, 4.451, 2.006], [3.524, 3.148, 1.362], [0.517, 3.184, 1.734], [1.643, 1.861, 2.038], [-0.545, 0.811, 1.714], [-2.378, 2.040, -1.497], [-3.935, 2.505, -0.757], [-2.530, 3.594, -0.629]], "lowdin_charge": [-0.082, -0.098, -0.190, -0.011, -0.064, -0.235, -0.102, -0.115, 0.009, -0.470, 0.068, -0.065, -0.082, -0.361, 0.000, -0.436, 0.085, 0.125, -0.284, -0.130, -0.194, -0.189, -0.135, 0.034, -0.198, -0.076, -0.072, 0.095, 0.099, 0.095, 0.104, 0.118, 0.115, 0.123, 0.117, 0.126, 0.113, 0.124, 0.122, 0.128, 0.095, 0.063, 0.095, 0.137, 0.133, 0.114, 0.112, 0.107, 0.114, 0.107, 0.111, 0.114, 0.106, 0.111, 0.093, 0.084, 0.092], "lumo_ev": 0.752, "homo_ev": -8.05, "gap_ev": 8.80, "mol_weight_da": 374.48, "relative_energy_ev": 1.1878}

***

Entry 4:
{"formula": "C10H12Si", "method": "wB97M-V/def2-TZVPD", "species": ["C", "C", "C", "C", "C", "C", "C", "C", "C", "C", "Si", "H", "H", "H", "H", "H", "H", "H", "H", "H", "H", "H", "H"], "positions_angstrom": [[1.498, -1.962, 3.145], [2.749, -1.600, 2.532], [0.338, -1.508, 2.574], [2.821, -0.603, 1.595], [0.385, -0.578, 1.424], [1.616, -0.109, 1.070], [-0.859, -0.345, 0.727], [-1.161, 0.587, -0.173], [-2.561, 0.932, -0.573], [0.495, 0.822, -2.977], [0.130, 1.465, -1.201], [1.281, -2.642, 3.911], [3.769, -2.044, 2.899], [-0.514, -1.883, 3.007], [3.728, -0.138, 1.125], [-1.664, -1.008, 1.190], [-2.624, 1.759, -1.143], [-3.309, 1.051, 0.221], [-2.864, 0.150, -1.178], [1.155, -0.085, -2.994], [-0.529, 0.474, -3.390], [1.002, 1.724, -3.514], [-0.391, 2.796, -1.342]], "lowdin_charge": [-0.086, -0.102, -0.037, -0.140, -0.271, 0.015, -0.120, -0.412, -0.120, -0.282, 0.817, 0.081, 0.130, 0.073, 0.110, 0.136, 0.010, 0.095, 0.059, 0.019, 0.045, 0.043, -0.063], "lumo_ev": [-0.426, -0.423], "homo_ev": [-8.22, -7.39], "gap_ev": [7.79, 6.96], "mol_weight_da": 160.29, "relative_energy_ev": 3.6541}

***

Entry 5:
{"formula": "C22H45GeO3PPdSi2Te", "method": "wB97M-V/def2-TZVPD", "species": ["Pd", "C", "Si", "C", "C", "C", "C", "C", "C", "C", "Si", "C", "C", "H", "H", "H", "H", "H", "H", "H", "H", "H", "H", "H", "H", "H", "H", "H", "H", "C", "C", "C", "C", "Ge", "C", "C", "C", "C", "H", "H", "H", "H", "H", "H", "H", "H", "H", "H", "H", "H", "H", "H", "H", "H", "H", "H", "H", "C", "C", "O", "P", "O", "Te", "O", "C", "C", "H", "H", "H", "H", "H", "H", "H", "H", "H", "H"], "positions_angstrom": [[0.066, -1.090, -0.421], [3.359, -0.190, -1.405], [2.347, -1.439, -0.473], [2.551, -3.092, -1.299], [2.982, -1.548, 1.286], [4.338, -1.447, 1.633], [4.747, -1.578, 2.958], [3.805, -1.812, 3.955], [2.456, -1.914, 3.622], [2.034, -1.780, 2.290], [0.249, -1.910, 1.753], [-0.799, -0.647, 2.640], [-0.361, -3.624, 2.097], [4.409, -0.514, -1.499], [3.332, 0.773, -0.877], [2.952, -0.047, -2.416], [3.622, -3.361, -1.329], [2.166, -3.076, -2.326], [2.011, -3.862, -0.737], [5.086, -1.258, 0.863], [5.800, -1.497, 3.215], [4.121, -1.911, 4.989], [1.726, -2.087, 4.415], [-1.097, -0.990, 3.644], [-1.709, -0.431, 2.069], [-0.225, 0.279, 2.740], [-0.395, -3.793, 3.186], [0.319, -4.357, 1.651], [-1.366, -3.782, 1.684], [0.500, 5.397, 1.865], [-0.467, 4.240, 2.129], [-0.692, 3.336, 0.912], [0.571, 2.577, 0.486], [0.222, 1.248, -0.928], [0.181, 2.082, -2.718], [1.503, 2.640, -3.273], [1.959, 3.956, -2.633], [3.119, 4.610, -3.388], [0.589, 6.049, 2.739], [0.154, 6.008, 1.023], [1.505, 5.032, 1.624], [-1.434, 4.643, 2.448], [-0.091, 3.629, 2.957], [-1.056, 3.950, 0.075], [-1.488, 2.625, 1.142], [1.005, 2.049, 1.340], [1.336, 3.268, 0.118], [-1.441, 1.202, -0.789], [-0.582, 2.870, -2.663], [-0.212, 1.303, -3.373], [1.394, 2.803, -4.351], [2.304, 1.902, -3.157], [2.264, 3.771, -1.598], [1.107, 4.645, -2.592], [3.979, 3.930, -3.449], [3.454, 5.531, -2.901], [2.820, 4.860, -4.415], [-3.891, -3.773, -3.134], [-4.481, -2.407, -2.873], [-4.532, -2.146, -1.430], [-3.371, -1.299, -0.745], [-2.046, -1.918, -1.019], [-3.717, 0.991, -1.379], [-3.787, -1.350, 0.779], [-4.065, -2.624, 1.451], [-5.549, -2.792, 1.648], [-3.903, -3.976, -4.210], [-4.475, -4.548, -2.627], [-2.859, -3.818, -2.774], [-5.500, -2.342, -3.230], [-3.905, -1.634, -3.380], [-3.548, -2.575, 2.402], [-3.646, -3.453, 0.880], [-5.962, -1.917, 2.154], [-5.741, -3.676, 2.263], [-6.052, -2.913, 0.689]], "lowdin_charge": [0.352, -0.243, 0.411, -0.213, -0.307, -0.091, -0.092, -0.093, -0.092, -0.314, 0.464, -0.199, -0.200, 0.036, 0.026, 0.017, 0.040, 0.028, 0.021, 0.098, 0.100, 0.099, 0.102, 0.039, 0.008, 0.022, 0.039, 0.030, 0.008, -0.116, -0.273, -0.310, -0.362, 0.815, -0.364, -0.294, -0.280, -0.116, 0.067, 0.073, 0.065, 0.102, 0.104, 0.108, 0.078, 0.057, 0.032, -0.178, 0.058, 0.051, 0.106, 0.078, 0.082, 0.110, 0.073, 0.068, 0.072, -0.076, -0.265, -0.292, 0.077, -0.410, 0.695, -0.310, -0.254, -0.070, 0.082, 0.081, 0.072, 0.115, 0.090, 0.112, 0.110, 0.086, 0.084, 0.073], "lumo_ev": [0.385, -1.930], "homo_ev": [-6.40, -8.31], "multiplicity": 3, "gap_ev": [6.79, 6.38], "mol_weight_da": 751.38}

***

Entry 6:
{"formula": "C4H14N3", "method": "wB97M-V/def2-TZVPD", "species": ["C", "C", "C", "C", "N", "N", "N", "H", "H", "H", "H", "H", "H", "H", "H", "H", "H", "H", "H", "H", "H"], "positions_angstrom": [[-2.036, 1.213, -0.144], [-3.019, 0.093, -0.028], [1.712, 2.185, 0.167], [-1.550, -0.212, -0.120], [2.188, -0.072, -0.152], [1.391, 0.951, 0.050], [1.433, -2.584, 0.107], [-1.873, 1.836, 0.724], [-1.188, -0.657, -1.037], [-1.991, 1.747, -1.082], [-3.648, -0.134, -0.874], [-3.505, -0.058, 0.923], [0.949, 2.930, 0.286], [2.746, 2.494, 0.145], [-1.088, -0.600, 0.781], [0.383, 0.698, 0.050], [1.846, -1.097, -0.043], [3.182, 0.118, -0.147], [0.534, -2.805, -0.310], [2.130, -3.149, -0.368], [1.406, -2.895, 1.073]], "lowdin_charge": [-0.174, -0.135, 0.130, -0.219, 0.090, -0.068, 0.050, 0.101, 0.100, 0.105, 0.107, 0.107, 0.102, 0.108, 0.094, 0.124, 0.038, 0.128, 0.064, 0.073, 0.073], "lumo_ev": -3.609, "homo_ev": -13.88, "total_charge": 1, "gap_ev": 10.27, "mol_weight_da": 104.18, "relative_energy_ev": 3.0848}

***

Entry 7:
{"formula": "C23H28FN3O4S", "method": "wB97M-V/def2-TZVPD", "species": ["C", "C", "O", "C", "C", "C", "N", "C", "S", "N", "C", "C", "C", "C", "C", "O", "C", "O", "C", "C", "C", "C", "N", "C", "O", "C", "C", "C", "C", "C", "C", "F", "H", "H", "H", "H", "H", "H", "H", "H", "H", "H", "H", "H", "H", "H", "H", "H", "H", "H", "H", "H", "H", "H", "H", "H", "H", "H", "H", "H"], "positions_angstrom": [[1.187, -1.340, -3.454], [0.060, -0.327, -3.616], [-0.821, -0.316, -2.509], [-0.426, 0.251, -1.327], [0.695, 1.043, -1.148], [0.971, 1.612, 0.092], [2.054, 2.467, 0.299], [3.226, 2.585, -0.367], [4.060, 4.012, -0.295], [3.710, 1.542, -1.107], [3.714, 0.173, -0.633], [4.783, -0.072, 0.449], [4.456, 0.591, 1.797], [4.890, -0.469, 2.806], [4.573, -1.748, 2.036], [4.903, -1.469, 0.688], [0.103, 1.398, 1.176], [0.472, 2.001, 2.346], [-0.428, 2.005, 3.440], [-1.608, 2.949, 3.233], [-1.013, 0.596, 1.000], [-1.283, 0.020, -0.234], [-2.390, -0.794, -0.470], [-3.413, -1.093, 0.370], [-3.525, -0.664, 1.504], [-4.465, -1.988, -0.210], [-5.753, -1.865, 0.310], [-6.791, -2.656, -0.141], [-6.560, -3.609, -1.120], [-5.288, -3.769, -1.640], [-4.263, -2.961, -1.184], [-3.031, -3.166, -1.709], [1.807, -1.093, -2.597], [0.771, -2.333, -3.304], [1.804, -1.346, -4.348], [-0.577, -0.608, -4.459], [0.457, 0.677, -3.804], [1.366, 1.258, -1.962], [1.888, 3.189, 0.990], [4.579, 1.802, -1.558], [3.936, -0.479, -1.482], [2.733, -0.090, -0.235], [5.754, 0.279, 0.067], [4.973, 1.540, 1.922], [3.382, 0.763, 1.881], [4.355, -0.404, 3.750], [5.962, -0.402, 2.994], [5.162, -2.611, 2.349], [3.504, -1.994, 2.119], [0.183, 2.347, 4.280], [-0.777, 0.989, 3.654], [-2.213, 2.973, 4.134], [-1.248, 3.953, 3.021], [-2.227, 2.619, 2.403], [-1.696, 0.396, 1.806], [-2.391, -1.169, -1.409], [-5.910, -1.128, 1.083], [-7.780, -2.534, 0.273], [-7.365, -4.233, -1.476], [-5.075, -4.512, -2.391]], "lowdin_charge": [-0.048, -0.231, -0.060, -0.191, 0.043, -0.177, 0.066, -0.910, 0.606, -0.003, -0.140, -0.309, -0.123, -0.148, -0.199, -0.099, -0.199, -0.057, -0.233, -0.056, 0.067, -0.125, 0.164, -0.397, 0.074, -0.060, -0.010, -0.074, -0.072, -0.008, -0.211, 0.064, 0.052, 0.082, 0.081, 0.126, 0.119, 0.116, 0.129, 0.110, 0.125, 0.115, 0.153, 0.116, 0.108, 0.112, 0.115, 0.120, 0.122, 0.125, 0.121, 0.079, 0.081, 0.070, 0.097, 0.132, 0.120, 0.105, 0.107, 0.119], "lumo_ev": 0.324, "homo_ev": -7.51, "gap_ev": 7.83, "mol_weight_da": 461.56, "relative_energy_ev": 1.2092}

***

Q: What is the formula in the second record?
A: C13H22F9N4O2

***

Q: What is the formula in the first record?
A: C3H2I2